(1)
Formula: C5H6O2
Source: the Open Molecules 2025 dataset
Level of theory: ωB97M-V with the def2-TZVPD basis set

Lowest unoccupied orbital energy (alpha / beta), Ha: -0.0169 / 0.0089
Frontier orbital gap (alpha / beta), eV: 7.20 / 8.28
Electronic energy, eV: -9374.1962
Total charge: 0
HOMO level (alpha / beta), eV: -7.66 / -8.04

```
13
Properties=species:S:1:pos:R:3:forces:R:3
O 0.6526 -0.5932 0.9988 1.4 0.5 0.0
H -0.7541 0.9913 -1.4440 0.1 0.0 0.1
H -2.3872 -0.7360 -0.0228 0.2 0.0 0.0
C 2.0470 0.7696 -0.3934 0.0 0.0 0.2
H -0.7463 -1.6935 1.9740 0.0 0.2 0.0
C -0.4899 0.1183 -0.8498 -0.1 0.1 -0.1
O 2.2638 1.4278 -1.4063 0.0 -0.1 0.1
C -1.4724 -0.2231 0.2762 -0.1 0.0 0.2
C 0.7739 0.2476 -0.0603 -0.1 -0.2 -0.3
C -0.5596 -1.0006 1.1663 -1.3 -0.5 0.1
H 2.8430 0.5687 0.3555 -0.1 0.0 -0.1
H -0.3811 -0.7474 -1.5280 -0.1 0.1 0.0
H -1.7504 0.6991 0.8258 0.0 -0.1 -0.2
```
Positions in Å, forces in eV/Å.

(2)
Formula: C5H8O3
Source: the Open Molecules 2025 dataset
Level of theory: ωB97M-V with the def2-TZVPD basis set

Lowest unoccupied orbital energy, Ha: -0.0119
Frontier orbital gap, eV: 9.57
Structure (SMILES): C=C(C=O)[C@@H](O)OC
Electronic energy, eV: -11455.6519
Total charge: 0
HOMO level, eV: -9.89

```
16
Properties=species:S:1:pos:R:3:forces:R:3
H 2.5278 -0.8421 1.3730 0.1 -0.2 0.0
O -1.2356 0.7534 0.7530 -0.1 0.2 0.1
O 0.4368 -0.9934 -1.9114 0.2 -0.2 0.2
H -2.8567 -0.4161 0.8815 0.0 -0.1 -0.1
H 1.6597 0.6183 2.0752 0.0 0.2 0.1
O -0.3058 1.4679 -1.2705 -0.3 -0.7 -1.2
C -0.0812 1.1214 0.0362 0.8 -0.7 0.7
C 1.0082 -0.0043 0.1728 -1.0 1.2 0.2
H -2.3982 -0.0117 -0.7923 0.0 0.0 0.1
H 1.8680 -1.7724 -0.7281 0.1 -0.1 -0.1
H 0.2871 2.0086 0.5649 -0.1 -0.1 -0.1
C -2.0199 -0.2825 0.1978 0.0 0.0 0.0
H -1.4598 -1.2197 0.1219 0.0 0.0 0.0
H -0.3227 0.6341 -1.8310 0.1 1.1 0.8
C 1.7788 -0.0732 1.2575 -0.2 -0.3 -0.4
C 1.1134 -0.9883 -0.9004 0.2 -0.3 -0.2
```
Positions in Å, forces in eV/Å.

(3)
Formula: C39H76O28
Source: the Open Molecules 2025 dataset
Level of theory: ωB97M-V with the def2-TZVPD basis set

Lowest unoccupied orbital energy, Ha: 0.0156
Frontier orbital gap, eV: 10.69
Structure (SMILES): CCCCCCCC(=O)O[C@H](C)CCOC(=O)CC.COC(=O)OC.COC(=O)OC.COC(=O)OC.COC(=O)OC.COC(=O)OC.COC(=O)OC.COC(=O)OC.COC(=O)OC
Electronic energy, eV: -99007.1578
Total charge: 0
HOMO level, eV: -10.26

```
143
Properties=species:S:1:pos:R:3:forces:R:3
C 0.2270 3.7851 9.4469 0.0 0.0 0.0
O 0.4208 0.1343 -5.9469 0.3 -0.3 -0.4
H 2.0114 -2.3821 3.8576 0.0 0.0 0.0
O 0.4362 -2.9514 2.6225 0.0 -0.1 0.0
C 2.4284 -5.6086 -11.7777 -0.1 0.2 0.1
H -4.6178 2.9910 -4.4499 0.1 0.2 0.0
H 1.7265 -6.8493 -7.3523 0.0 0.1 0.0
C -0.0420 -6.3256 1.9461 0.0 0.0 -0.1
H 3.2871 10.5543 4.7099 0.0 0.0 0.0
O 2.2363 -3.0579 -7.6443 0.0 0.0 0.0
O 0.8485 9.5531 4.8886 0.0 0.0 0.0
O 2.9097 -0.6116 7.7879 0.0 0.0 0.0
H -2.1398 2.6815 9.6257 0.0 0.0 0.0
C -5.3756 -0.1164 2.0858 0.1 0.0 -0.1
C -1.5567 -0.0966 -4.5989 0.1 -0.1 0.4
H 2.9739 4.8480 8.1803 0.0 -0.1 0.0
C 1.2616 -2.0434 -7.9413 0.1 0.0 -0.1
H 0.3434 -2.2281 -7.3916 0.0 0.0 0.0
C 3.4405 0.1419 8.8825 0.0 0.1 0.0
H 1.9115 5.7854 9.2539 -0.1 0.0 0.0
H -0.2223 6.2669 6.2252 0.0 0.0 0.0
O 2.8257 8.5380 4.4859 0.0 0.0 0.0
O 2.9741 -6.9141 -11.9921 0.0 0.0 0.0
H -1.5655 0.3539 -1.7888 0.0 0.0 0.2
H -0.0745 4.1193 -3.4419 0.0 0.1 0.0
H -3.2132 2.3993 -2.6390 -0.1 0.1 0.2
H -3.1795 0.9605 5.2021 0.0 0.0 0.0
H -1.5836 3.1920 11.2405 0.0 0.0 0.0
H 1.9155 -4.2519 6.0010 0.0 0.0 0.0
C -4.8198 3.5287 -3.5217 -0.1 -0.1 0.1
H -1.1502 4.2320 -6.2371 0.1 0.0 0.0
O 0.9354 -4.7778 3.8540 0.0 0.0 0.0
H -2.3109 -0.3233 -5.3570 0.0 0.0 0.0
H -0.5990 5.7014 -4.0612 0.0 -0.1 0.0
H 0.9730 -6.7048 2.0452 0.0 0.0 0.0
H 1.8113 2.9611 -4.0579 0.0 0.1 -0.1
H 2.8585 -0.0304 9.7851 0.0 0.0 0.0
H 1.3432 5.3038 7.6390 0.0 0.0 0.0
H -2.1091 -0.8589 -0.6312 0.0 0.2 -0.1
C -0.2508 4.2120 -5.6143 -0.2 0.0 0.1
H 0.8626 -1.1149 3.3677 0.0 0.0 -0.1
H -0.7085 -2.0564 8.4786 0.0 0.0 0.0
C 2.5779 -6.4976 -7.9320 0.1 -0.2 0.0
O -0.5066 4.7383 9.3979 0.0 0.0 0.0
H 2.6438 -1.5407 -1.4351 0.0 0.1 0.0
C -3.9122 0.4358 5.8116 -0.1 0.1 0.0
H 1.5551 0.6580 -0.8336 -0.1 0.0 -0.1
H 0.4446 2.5395 -6.7621 -0.1 -0.1 0.1
C -0.1020 7.2901 5.8826 -0.1 -0.1 0.1
H 1.7563 -5.3276 -12.5858 0.0 0.0 -0.1
C 4.9332 -8.5586 -14.3428 0.0 -0.1 0.0
H 0.2983 -1.9079 -0.9225 -0.1 0.0 0.0
O -2.0448 4.2124 -4.0348 0.3 -0.5 -0.1
H -3.9847 3.5375 -1.5033 0.1 0.0 -0.1
H -0.8298 7.5064 5.1035 0.1 0.1 0.0
H -2.8992 -1.5021 -2.7686 0.1 -0.2 0.0
C -7.4918 0.8431 2.0591 -0.1 0.0 0.0
O 1.4914 3.7589 9.0232 0.0 0.0 0.0
O 2.4075 -2.5104 6.8949 0.0 0.0 0.0
H 1.7436 -4.2734 7.7783 0.0 0.0 0.0
H 4.4811 -0.1232 9.0603 0.0 0.0 0.0
H 1.7017 -1.1069 -7.6209 0.0 -0.1 0.0
O 2.8610 -5.1258 -7.6510 0.0 0.0 0.1
C -2.2898 -0.3458 7.2655 0.1 0.2 0.0
H 3.4663 -7.0559 -7.6524 0.0 0.1 0.0
C 0.0137 -0.8501 -0.9134 0.1 0.2 0.0
O 3.3395 -2.4981 8.9522 0.0 0.0 0.0
H 3.3623 1.1806 8.5814 0.0 0.1 0.0
H -2.5760 -1.3167 3.0971 0.0 0.0 0.0
H 1.9905 -1.3814 -3.0665 0.0 0.0 0.1
H 3.1150 -0.1744 -2.4535 -0.1 0.0 0.0
H -7.1937 1.6414 1.3825 0.0 0.0 0.0
C 2.9251 -1.9311 7.9746 0.0 -0.1 -0.1
H -0.0051 -1.2772 -3.6779 0.0 -0.1 -0.1
C -3.2458 -1.0545 2.2823 0.2 -0.1 0.1
H -0.0317 -0.5559 0.1396 0.1 -0.1 0.0
C 1.5650 8.5873 4.9157 0.0 0.0 0.0
C 2.2781 -0.8203 -2.1724 0.0 0.0 -0.1
C -1.4109 -0.6810 -1.4564 -0.2 -0.3 0.0
H -1.1736 -2.2361 -4.5624 0.0 0.1 0.0
C 2.3593 -3.9437 6.9437 -0.1 -0.1 -0.1
H -8.2045 1.2151 2.7883 0.0 0.0 0.0
H -5.0261 4.5742 -3.7585 0.0 -0.1 0.0
C 0.4886 -4.2575 2.8625 0.0 0.0 -0.1
H -7.9273 0.0248 1.4895 0.0 0.0 0.0
H 2.2777 1.8302 -5.3331 -0.1 0.1 0.0
H 3.3625 -4.3531 7.0430 0.0 0.0 0.1
C -3.6522 3.3968 -2.5316 -0.3 -0.1 -0.1
C 1.9465 5.0079 8.4934 0.2 0.1 -0.1
H 0.3957 -2.3078 4.6012 0.0 0.0 0.0
H -3.5027 -1.9464 1.7142 0.0 0.0 -0.1
C 1.8700 -4.2893 -7.9690 0.0 -0.1 -0.1
C 1.1240 -0.0077 -1.5898 0.0 0.0 0.2
H 2.7177 10.0801 3.0939 0.0 0.0 0.0
H -1.6615 -2.6695 -2.2754 0.0 0.1 0.1
C -1.0691 -1.3764 -3.8962 -0.1 -0.1 0.0
H 0.1248 -0.4932 8.2850 0.0 0.0 -0.1
H -0.2495 7.9726 6.7172 0.0 0.0 0.0
C 3.6922 -7.0345 -13.1070 0.0 0.0 0.0
O -5.3581 -0.2006 0.8854 0.0 0.0 0.0
C 1.8092 2.7969 -5.1385 0.1 -0.2 0.0
C -0.6789 -1.0170 8.7992 0.1 0.0 0.1
H -4.1132 -0.5413 5.3842 0.0 0.0 0.0
C -0.4337 0.6352 -5.2705 -0.1 0.2 0.2
H -0.5316 -0.9605 9.8735 0.0 0.0 0.0
H 5.2182 -9.6029 -14.2622 0.0 0.0 0.0
O -1.9372 -0.3778 8.5498 0.0 0.0 0.0
O -4.4041 -0.5006 2.9106 -0.1 0.1 0.0
H 1.0605 -2.0266 -9.0116 0.0 0.0 0.0
O -2.1645 5.2234 -2.0532 0.4 0.5 0.8
H 5.8186 -7.9263 -14.3569 0.0 0.0 0.0
H 0.4431 4.9566 -6.0110 0.0 -0.1 0.0
H 0.6872 0.6521 -2.3491 0.1 -0.1 0.0
H -2.0027 0.5852 -3.8729 -0.1 0.0 -0.1
O 4.1397 -8.2880 -13.1831 0.0 0.0 0.0
H -2.7637 -0.3259 1.6328 -0.1 0.0 0.0
C -2.5578 4.3826 -2.8006 -0.2 -0.3 -0.6
H -4.8323 1.0096 5.8609 0.0 0.0 0.1
H 1.8733 -5.6613 -10.8462 0.0 0.0 0.0
H -5.7231 3.0979 -3.0836 0.1 0.0 -0.1
H 4.3543 -8.3950 -15.2495 0.0 0.0 0.0
O -6.3691 0.3840 2.8203 0.0 0.0 0.0
O -1.6516 -0.8047 6.3516 -0.1 -0.1 0.0
H -0.6318 -6.6308 2.8080 0.0 0.0 0.0
O 0.8250 -4.6124 -8.4778 0.0 0.0 0.0
H 2.3764 -6.6407 -8.9904 0.0 0.0 0.0
H 4.3357 9.5763 3.6493 0.0 0.0 0.0
C 0.3997 2.8335 -5.7090 0.3 0.3 -0.1
H -1.5422 1.4716 10.7784 0.0 0.0 0.0
O -3.4418 0.3126 7.1618 0.0 -0.1 0.0
H 3.2229 -4.8691 -11.6927 0.0 0.0 -0.1
C -1.4260 2.4906 10.4238 -0.1 -0.1 0.1
C 0.9628 -2.1479 3.6864 0.0 0.2 0.2
H 2.4148 3.5641 -5.6278 0.0 0.0 0.1
H -0.4937 -6.6960 1.0312 0.0 0.0 0.0
C 3.3122 9.7740 3.9521 0.1 0.0 0.0
O 1.2355 7.3832 5.3823 0.0 0.0 0.0
C -0.6723 4.6226 -4.2067 -0.2 0.1 -0.2
O 3.9027 -6.1627 -13.9093 0.0 0.0 0.0
O -0.0842 2.5858 9.9317 0.1 0.0 0.0
O -0.4799 1.9433 -4.9989 -0.2 0.3 0.0
C -1.8252 -1.6325 -2.5853 0.2 0.3 -0.2
O -0.0363 -4.8996 1.8198 0.0 0.0 0.0
```
Positions in Å, forces in eV/Å.